Formula: C5H14N
Source: OMol25
Level of theory: ωB97M-V with the def2-TZVPD basis set

```
20
Properties=species:S:1:pos:R:3
N 0.21435 1.21913 2.26321
C 0.10471 -1.55975 -2.44644
C -0.43012 0.13063 1.53907
C -0.91270 0.67191 0.24130
C 0.27462 0.42838 -0.75622
C 0.68210 -0.98749 -1.10574
H 0.47891 -0.51876 1.43904
H 1.24625 0.86667 -0.34561
H -0.30906 2.20308 2.28842
H 1.73085 -1.16870 -1.05085
H -0.63376 -0.90482 -2.83651
H -0.35003 -2.50739 -2.24707
H -1.24184 -0.44801 2.28874
H 0.94251 1.58806 1.65070
H -1.41324 1.62411 0.28819
H 0.45027 1.02130 3.21625
H 0.82233 -1.81710 -3.21967
H 0.10471 1.00018 -1.74768
H 0.20827 -1.67095 -0.31625
H -1.84828 0.09634 -0.08205
```

* orbital gap: 0.3977 Ha
* SMILES string: CCCCC[NH3+]
* LUMO: -3.775 eV
* ΔE to the lowest compared entry with this formula, charge and spin: 43.46 kcal/mol
* HOMO level: -14.5965 eV
* total charge: +1
* energy: -6893.9775 eV